Formula: C10H11NO
Source: the Open Molecules 2025 dataset
Level of theory: ωB97M-V with the def2-TZVPD basis set

```
23
Properties=species:S:1:pos:R:3:forces:R:3
C 0.44976 2.23138 2.79977 -0.305 0.549 -0.197
C 0.46923 1.40395 1.53139 -0.071 0.980 -0.727
C 0.75121 2.07249 0.30354 0.154 -1.879 -0.517
C 0.79680 1.32221 -0.89542 0.400 0.831 1.469
C 0.39618 0.01086 -0.88470 0.011 -1.056 -0.772
C -0.05744 -0.57888 0.30791 -1.641 -1.020 0.063
C -0.00748 0.07554 1.53853 1.820 0.870 -0.176
C -0.85148 -1.91972 0.33700 1.476 -1.288 3.273
O -1.11243 -2.43932 1.45078 -0.017 1.223 -2.306
N -1.02271 -2.58976 -0.81856 1.732 3.864 -1.987
C -0.81819 -1.76321 -2.08653 -1.987 -0.554 -0.158
C 0.37996 -0.82309 -2.17111 -1.449 -0.591 0.947
H 0.92069 3.24856 2.58059 -0.442 -1.449 0.697
H -0.65406 2.40074 2.89130 0.924 0.133 0.786
H 0.88347 1.69929 3.70839 -0.612 0.863 -1.194
H 1.03762 3.10619 0.14114 -0.015 0.071 0.937
H 1.26127 1.79566 -1.75455 -0.412 -0.159 -0.215
H -0.07571 -0.44372 2.51815 -0.660 0.276 -1.043
H -1.62893 -3.35193 -0.88509 -0.958 -1.182 0.211
H -0.72835 -2.49624 -2.86499 0.092 -0.407 -0.507
H -1.71956 -1.17660 -2.36981 0.097 -0.392 0.674
H 0.19662 -0.19312 -3.07311 0.585 -0.525 0.652
H 1.13353 -1.59126 -2.30460 1.277 0.843 0.089
```
Positions in Å, forces in eV/Å.

Output
Lowest unoccupied orbital energy (eV): 0.7
Net charge: 0
Frontier orbital gap (eV): 9.561
SMILES: Cc1ccc2c(c1)C(=O)NCC2
DFT total energy (eV): -14085.6718
Energy above the lowest of the compared OMol25 structures with the same formula, charge and spin (kcal/mol): 21.1
Max |F| (Eh/bohr): 0.0910

These are the natural (NBO) partial charges, in e, on atoms 1 to 8:
1 C -0.6376
2 C -0.0134
3 C -0.2066
4 C -0.1938
5 C -0.0259
6 C -0.1308
7 C -0.1688
8 C 0.6561


Formula: C2H8O2
Source: the Open Molecules 2025 dataset
Level of theory: ωB97M-V with the def2-TZVPD basis set

```
12
Properties=species:S:1:pos:R:3:forces:R:3
C -1.85733 -1.68229 -0.39540 1.690 1.033 -1.628
O -1.57411 -2.58222 -1.41909 -0.401 -0.499 0.890
C -0.64088 -1.41823 0.46346 0.238 -0.110 0.612
H -2.18300 -0.79788 -0.97338 -0.504 -0.038 0.350
H -2.74467 -2.01080 0.17511 -0.438 -0.397 0.138
H -0.94091 -3.26521 -1.07649 -0.046 0.108 -0.357
H 0.06604 -0.77011 -0.04110 -0.159 0.346 -0.551
H -0.93918 -0.90090 1.37348 0.028 -0.323 0.149
H -0.03143 -2.30594 0.66799 -0.417 -0.128 0.400
H 4.22673 5.36932 -0.05077 0.075 0.257 0.136
H 3.01119 4.81116 0.60932 -0.429 -0.281 0.157
O 3.60755 5.55307 0.66688 0.362 0.032 -0.296
```
Positions in Å, forces in eV/Å.

Output
Lowest unoccupied orbital energy (spin up / spin down) (eV): -4.1 / -10.8
<S²>: 0.754
Net charge: +1
Multiplicity: 2
Frontier orbital gap (spin up / spin down) (eV): 9.160 / 2.491
DFT total energy (eV): -6287.6559
Energy above the lowest of the compared OMol25 structures with the same formula, charge and spin (kcal/mol): 9.5
Max |F| (Eh/bohr): 0.0499

These are the natural (NBO) partial charges, in e, on atoms 1 to 8:
1 C -0.1329
2 O -0.1834
3 C -0.6540
4 H 0.2919
5 H 0.3580
6 H 0.5222
7 H 0.2739
8 H 0.2772


Formula: C3H11NO4
Source: the Open Molecules 2025 dataset
Level of theory: ωB97M-V with the def2-TZVPD basis set

```
19
Properties=species:S:1:pos:R:3:forces:R:3
O -1.10666 2.67931 -1.04264 -1.072 0.476 0.191
C -0.76430 1.67947 -0.47151 1.847 0.229 -1.263
N 0.44364 1.09647 -0.76664 0.510 -1.464 1.121
C 1.00917 0.07114 0.13901 -0.164 1.396 -1.035
C 1.44599 -1.14977 -0.66050 -0.395 -1.029 0.803
O 0.48150 -2.19026 -0.47704 -1.016 0.119 -0.160
H -1.27729 1.10739 0.30209 -0.479 0.187 0.209
H 1.10746 1.41949 -1.45930 -0.728 0.630 0.013
H 1.84295 0.54518 0.67136 0.033 -0.348 0.067
H 0.21044 -0.12472 0.84504 0.155 -0.570 0.261
H 1.39385 -0.94510 -1.72974 0.540 0.284 0.006
H 2.43558 -1.47747 -0.33952 0.069 -0.022 -0.255
H 0.74556 -3.04822 -0.14433 0.719 0.241 0.032
O -0.79688 0.72190 3.03681 0.840 -0.994 -0.525
H 0.05160 1.14990 3.17782 -0.089 0.150 0.099
H -1.46422 1.31557 3.32927 -0.747 0.862 0.410
O -2.14737 -0.71398 -1.75322 0.064 -0.661 1.012
H -1.21047 -0.92752 -1.70619 0.391 0.174 -0.507
H -2.40053 -1.20877 -0.95078 -0.478 0.340 -0.480
```
Positions in Å, forces in eV/Å.

Output
Lowest unoccupied orbital energy (eV): 0.5
Net charge: 0
Frontier orbital gap (eV): 9.921
SMILES: O=CNCCO.O.O
DFT total energy (eV): -12968.8324
Energy above the lowest of the compared OMol25 structures with the same formula, charge and spin (kcal/mol): 51.4
Max |F| (Eh/bohr): 0.0437

These are the natural (NBO) partial charges, in e, on atoms 1 to 8:
1 O -0.5949
2 C 0.5384
3 N -0.6377
4 C -0.2612
5 C -0.0759
6 O -0.7659
7 H 0.1245
8 H 0.3958


Formula: C7H5NO2
Source: the Open Molecules 2025 dataset
Level of theory: ωB97M-V with the def2-TZVPD basis set

```
15
Properties=species:S:1:pos:R:3:forces:R:3
O -2.90756 -1.51221 -0.83299 0.471 2.488 1.173
N -2.69025 -0.31570 -0.67352 -2.387 -2.966 -2.587
C -2.08266 0.40632 0.28671 1.608 1.906 0.823
O -2.36106 1.36380 0.95246 -2.122 0.108 0.606
C -0.65587 0.22503 0.05402 0.767 -1.225 -0.844
C 0.13561 1.03300 -0.77260 -0.760 -0.051 0.332
C 1.50472 0.89948 -0.72078 -1.041 -0.630 0.066
C 2.10420 -0.16335 -0.04071 -0.792 -0.563 0.878
C 1.31497 -1.03187 0.70070 -3.362 1.868 0.105
C -0.16528 -0.81083 0.76920 5.123 -1.419 0.173
H -0.39187 1.73480 -1.43545 0.575 -0.006 0.552
H 2.01871 1.68914 -1.16798 1.334 0.670 -0.977
H 3.16002 -0.34027 -0.00621 0.475 0.364 -0.136
H 1.68551 -1.65527 1.47568 0.693 -0.942 -0.036
H -0.66918 -1.52207 1.41147 -0.582 0.397 -0.130
```
Positions in Å, forces in eV/Å.

Output
Lowest unoccupied orbital energy (eV): -1.4
Net charge: 0
Frontier orbital gap (eV): 8.146
SMILES: O=NC(=O)c1ccccc1
DFT total energy (eV): -12920.5591
Energy above the lowest of the compared OMol25 structures with the same formula, charge and spin (kcal/mol): 86.0
Max |F| (Eh/bohr): 0.1034

These are the natural (NBO) partial charges, in e, on atoms 1 to 8:
1 O -0.2116
2 N 0.1242
3 C 0.5520
4 O -0.4984
5 C -0.1226
6 C -0.1743
7 C -0.1975
8 C -0.2084